Molecular formula: C36H39ClP2Pd
Method: DFT, wB97M-V/def2-TZVPD

**E_HOMO (spin up / spin down)**: -11.98 / -14.05 eV
**F_max**: 7.10 eV Å⁻¹
**Kohn-Sham gap (spin up / spin down)**: 6.4 / 6.3 eV
**E_LUMO (spin up / spin down)**: -5.6 / -7.7 eV
**Calculated total energy**: -2665.14111 Ha
**Energy above the lowest of the compared OMol25 structures with the same formula, charge and spin**: 0.0 kJ/mol

Geometry as ORCA input:
```
! wB97M-V def2-TZVPD RIJCOSX def2/J DEFGRID3
* xyz 2 5
Pd -1.029 1.579 -1.643
C -2.283 1.297 -3.114
C -1.920 0.000 -2.727
C -0.859 -0.810 -3.393
C 0.410 0.054 -3.676
C 0.697 1.018 -2.576
C 0.406 2.398 -2.655
C -0.423 3.057 -3.713
C -1.607 2.159 -4.180
C 1.753 -0.125 2.947
H -3.281 1.620 -2.781
H -2.687 -0.593 -2.205
H -1.238 -1.240 -4.329
H -0.599 -1.690 -2.786
H 1.272 -0.626 -3.721
H 0.246 0.554 -4.644
H 1.386 0.689 -1.791
H 1.033 3.041 -2.050
H 0.156 3.327 -4.579
H -0.756 4.039 -3.357
H -2.376 2.873 -4.487
H -1.322 1.562 -5.064
H 0.889 0.556 2.888
H 2.527 0.239 3.646
H 1.401 -1.097 3.321
P -1.577 -0.765 0.999
P 2.478 -0.402 1.320
C -0.052 -1.540 0.297
C 1.287 -1.153 0.202
C -2.541 -2.253 1.151
C -2.716 -3.267 0.191
C -3.451 -4.408 0.541
C -3.981 -4.523 1.833
C -3.856 -3.482 2.767
C -3.169 -2.323 2.407
C -3.088 0.405 0.446
C -2.922 1.802 0.523
C -3.997 2.670 0.298
C -5.265 2.148 -0.034
C -5.439 0.752 -0.093
C -4.363 -0.107 0.150
C 3.968 -1.428 1.611
C 3.781 -2.768 1.996
C 4.858 -3.536 2.425
C 6.149 -3.009 2.406
C 6.361 -1.720 1.911
C 5.281 -0.933 1.513
C 3.019 1.186 0.645
C 2.576 2.410 1.184
C 2.976 3.609 0.597
C 3.832 3.619 -0.504
C 4.269 2.410 -1.045
C 3.863 1.194 -0.486
H -0.251 -2.523 -0.190
H 1.861 -1.599 -0.633
H -2.271 -3.164 -0.798
H -3.601 -5.208 -0.191
H -4.502 -5.438 2.125
H -4.275 -3.572 3.763
H -3.103 -1.468 3.068
H -1.986 2.197 0.903
H -3.860 3.756 0.359
H -6.128 2.831 -0.202
H -6.455 0.332 -0.246
H -4.554 -1.187 0.146
H 2.775 -3.188 1.973
H 4.684 -4.547 2.797
H 6.984 -3.599 2.775
H 7.375 -1.322 1.861
H 5.464 0.072 1.133
H 1.921 2.415 2.061
H 2.613 4.548 1.013
H 4.159 4.562 -0.932
H 4.940 2.401 -1.906
H 4.202 0.247 -0.939
Cl -2.597 1.711 4.265
C -1.421 1.184 3.214
H -0.809 1.982 2.799
H -1.246 0.107 3.201
*
```